# 1
Computed, not measured: 8 unconnected molecules or ions with the total composition C5H28N2O8 in a non-equilibrium geometry, with the ωB97M-V functional and the def2-TZVPD basis.

- frontier orbital gap (hartree) = 0.35155
- relative energy (zero: lowest compared OMol25 entry of this formula, charge and spin) (eV) = 1.745
- structure (SMILES) = CNC[C@@H](N)[C@@H](C)O.O.O.O.O.O.O.O
- max |F| (Eh/bohr) = 0.0526
- total energy (eV) = -24999.1429
- LUMO energy (eV) = 0.3

XYZ file:
```
43
Properties=species:S:1:pos:R:3:forces:R:3:mulliken_charge:R:1
C -2.4710 -0.1527 -0.8598 0.10 -1.28 -0.13 -1.002
N -1.5648 -0.5841 0.1873 0.35 0.58 0.94 -0.336
C -1.3903 0.3608 1.2806 1.21 0.99 -0.77 -0.955
C -0.5408 1.7052 1.0743 -0.90 -0.23 2.54 0.643
N -0.5643 2.3836 2.4093 0.47 0.12 -0.98 -0.764
C 0.9190 1.3813 0.7766 0.14 0.23 -1.65 0.206
C 1.1263 1.2372 -0.7606 -0.65 0.52 0.61 -0.255
O 1.8458 2.2750 1.3618 0.22 0.03 -0.12 -0.601
H -2.2129 0.7997 -1.3364 -0.22 0.12 0.11 0.126
H -2.4780 -0.9584 -1.5979 0.12 0.29 -0.24 0.432
H -3.4910 -0.1881 -0.4798 -0.04 0.60 0.11 0.351
H -0.6290 -0.7726 -0.1621 -0.25 -0.18 -0.55 0.272
H -0.7301 -0.1156 2.0032 -0.47 -0.32 0.51 0.299
H -2.3328 0.6788 1.7206 -0.18 -0.33 0.04 0.481
H -1.0450 2.4766 0.4929 0.33 -0.50 -0.96 -0.314
H -0.0087 1.8679 3.0780 -0.45 -0.06 0.37 0.198
H -1.5202 2.5562 2.6848 0.14 -0.15 0.45 0.264
H 1.1807 0.3966 1.1874 -0.42 0.00 0.19 0.392
H 1.4378 2.1366 -1.2990 0.54 0.09 0.60 0.393
H 1.7867 0.3941 -0.9077 -0.01 0.08 -0.70 -0.043
H 0.1322 1.0751 -1.1859 0.16 -0.75 -0.15 -0.280
H 1.3551 3.0414 1.6756 -0.09 0.14 0.16 0.404
O -1.2425 3.9146 -1.7310 -0.43 0.51 -0.58 -0.632
H -0.7766 3.0993 -1.9115 0.21 -0.15 0.42 0.294
H -1.2840 4.0834 -0.7890 0.25 -0.28 0.09 0.371
O 3.0152 -2.6606 -0.0730 0.32 0.56 0.23 -0.758
H 3.5093 -2.1543 0.6050 -0.36 -0.28 -0.28 0.427
H 2.8110 -1.9660 -0.7145 -0.09 -0.21 -0.17 0.296
O 0.6668 -1.5744 -1.6019 -0.23 -0.30 -0.17 -0.567
H 0.4785 -2.4349 -1.1587 -0.05 -0.10 -0.14 0.328
H 0.3545 -1.7289 -2.5018 0.11 0.09 -0.01 0.259
O -1.3336 -3.2695 1.5636 -0.11 0.23 0.16 -0.757
H -1.4612 -2.3843 1.1700 -0.20 -0.01 -0.17 0.566
H -1.3403 -3.1262 2.5137 0.01 -0.10 0.03 0.303
O 0.5864 -3.9648 -0.2638 -0.12 0.06 -0.74 -0.778
H 1.3774 -3.4299 -0.0549 -0.03 -0.62 0.77 0.407
H -0.0648 -3.9934 0.4581 0.48 0.39 0.11 0.408
O -2.0093 -0.3284 -4.0849 0.14 1.29 0.17 -0.628
H -2.2753 0.5521 -4.3984 -0.40 -0.52 -0.70 0.344
H -1.5372 0.0193 -3.3194 0.31 -0.76 0.42 0.244
O 3.9648 -0.4647 1.3985 0.18 -0.57 -0.41 -0.683
H 3.4580 0.3378 1.2546 0.09 0.32 0.48 0.349
H 4.2980 -0.5206 2.2960 -0.17 0.48 0.10 0.297
```
Positions in Å, forces in eV/Å.


# 2
Computed, not measured: 2 unconnected molecules or ions with the total composition C12H21N2O6P in a non-equilibrium geometry, with the ωB97M-V functional and the def2-TZVPD basis.

- frontier orbital gap (hartree) = 0.32462
- relative energy (zero: lowest compared OMol25 entry of this formula, charge and spin) (eV) = 0.000
- structure (SMILES) = CCOP(=O)(OCC)OCC.O=C(O)Nc1ccncc1
- max |F| (Eh/bohr) = 0.1665
- total energy (eV) = -37337.0799
- LUMO energy (eV) = -1.0

XYZ file:
```
42
Properties=species:S:1:pos:R:3:forces:R:3:mulliken_charge:R:1
C -0.4531 -0.3441 -0.6244 -0.10 -0.27 0.24 -0.698
C -1.8633 -0.8294 -0.3483 0.09 -0.18 -0.31 -0.544
O -2.3075 -0.4442 0.9502 0.42 0.68 -0.14 -0.344
P -2.7240 1.1306 1.2325 -3.68 -6.90 3.49 1.262
O -3.6699 1.3209 0.0688 2.76 3.11 -0.47 -0.760
O -3.8949 0.9403 2.3916 0.40 0.89 0.02 -0.394
C -5.0885 1.7219 2.3160 -0.39 -0.22 -0.18 -0.374
C -6.2379 0.8765 1.7989 -0.10 -0.20 0.03 -1.078
O -1.6003 1.2558 2.4609 0.25 2.76 -2.67 -0.478
C -1.4650 0.2295 3.4491 0.42 -0.67 0.42 -0.062
C -0.1561 -0.5087 3.2535 0.13 -0.04 -0.30 -1.081
H -0.3544 0.7264 -0.4309 -0.03 0.02 -0.17 0.271
H -0.1786 -0.5423 -1.6567 -0.10 0.07 0.06 0.332
H 0.2634 -0.8575 0.0222 -0.02 0.05 0.03 0.195
H -2.5516 -0.4720 -1.1172 -0.04 0.11 0.14 0.382
H -1.8897 -1.9209 -0.3821 -0.07 0.04 0.17 0.274
H -4.9389 2.6036 1.6907 -0.01 -0.11 -0.05 0.337
H -5.3186 2.0759 3.3235 0.15 -0.06 0.04 0.361
H -5.9597 0.3218 0.9017 0.09 0.22 -0.04 0.279
H -7.1077 1.4951 1.5698 0.01 0.00 0.04 0.360
H -6.5272 0.1336 2.5457 -0.02 0.07 0.02 0.296
H -2.2984 -0.4683 3.4467 -0.10 0.16 -0.19 0.273
H -1.4541 0.7301 4.4206 -0.12 0.20 -0.17 0.390
H -0.1752 -1.1022 2.3395 -0.11 0.01 0.03 0.131
H 0.0325 -1.1882 4.0876 -0.05 0.09 0.05 0.395
H 0.6793 0.1887 3.1639 -0.06 0.02 0.15 0.293
O 1.2723 1.0429 -2.5425 0.11 0.81 -0.14 -0.433
C 1.9835 0.3019 -3.1256 -0.51 -0.08 0.50 0.380
O 1.5148 -1.0012 -3.3376 1.23 0.34 -0.01 -0.454
N 3.2902 0.7184 -3.6420 -0.68 -1.52 0.15 -0.291
C 4.3059 0.0128 -2.8969 2.42 -1.28 1.35 0.145
C 4.8175 -1.3072 -3.1997 -0.32 1.35 0.54 -0.189
C 5.8179 -1.8804 -2.3680 0.22 -1.59 -0.77 -0.226
N 6.4155 -1.3963 -1.2530 -2.30 1.71 -1.98 -0.561
C 5.9215 -0.1521 -1.0302 0.37 1.07 1.28 -0.176
C 4.9398 0.5922 -1.7394 -0.57 -0.86 -0.96 -0.296
H 2.0605 -1.6285 -2.8245 -0.07 0.25 -0.47 0.353
H 3.2710 0.4185 -4.6237 0.45 -0.02 0.33 0.378
H 4.4323 -1.8651 -4.0768 0.42 0.34 0.68 0.359
H 6.1766 -2.8944 -2.6710 -0.37 0.86 0.26 0.312
H 6.3731 0.3624 -0.1474 -0.44 -0.43 -0.75 0.317
H 4.6471 1.6030 -1.3957 0.31 -0.79 -0.24 0.363
```
Positions in Å, forces in eV/Å.


# 3
Computed, not measured: 2 unconnected molecules or ions with the total composition C3H6FN in a non-equilibrium geometry, with the ωB97M-V functional and the def2-TZVPD basis.

- frontier orbital gap (hartree) = 0.35976
- relative energy (zero: lowest compared OMol25 entry of this formula, charge and spin) (eV) = 4.876
- max |F| (Eh/bohr) = 0.1065
- total energy (eV) = -7409.9858
- LUMO energy (eV) = 0.6

XYZ file:
```
11
Properties=species:S:1:pos:R:3:forces:R:3:mulliken_charge:R:1
C 0.1201 -0.5309 -0.4816 1.93 2.52 -0.42 -0.369
C -0.2012 1.1480 -0.6943 0.81 -2.26 1.87 -0.635
C -0.9660 0.1054 0.1747 -2.74 2.34 2.72 0.157
H 0.5030 -1.6629 1.3669 3.42 2.20 -3.66 0.301
H 2.1878 -0.3894 0.6317 -4.49 -2.29 -1.40 0.317
H -0.1832 -0.9806 -1.3779 0.20 -1.00 -1.28 0.384
H 0.4139 1.8178 0.1156 -1.57 -1.40 -2.87 0.241
H -0.4808 1.3201 -1.7776 0.45 0.31 1.80 0.270
H -2.1754 -0.0861 0.3269 3.33 0.19 -1.01 0.280
N 1.2623 -1.0866 0.2185 -0.14 -0.72 4.31 -0.646
F -0.4806 0.3453 1.4969 -1.20 0.12 -0.08 -0.300
```
Positions in Å, forces in eV/Å.


# 4
Computed, not measured: a molecular structure, ClH2OP in a non-equilibrium geometry, with the ωB97M-V functional and the def2-TZVPD basis.

- frontier orbital gap (hartree) = 0.30743
- relative energy (zero: lowest compared OMol25 entry of this formula, charge and spin) (eV) = 1.516
- max |F| (Eh/bohr) = 0.0751
- total energy (eV) = -23890.2647
- LUMO energy (eV) = -1.5

XYZ file:
```
5
Properties=species:S:1:pos:R:3:forces:R:3:mulliken_charge:R:1
O 0.2435 0.4776 0.4643 0.73 -0.70 -3.73 -0.349
P -0.8706 -0.4331 -0.2065 1.67 -2.85 0.17 0.340
Cl -0.0285 -2.7640 1.0017 -0.89 2.16 -1.19 -0.464
H 0.1813 0.7195 1.3340 -0.58 0.95 3.58 0.347
H -0.0164 -0.8073 -1.3906 -0.93 0.45 1.17 0.127
```
Positions in Å, forces in eV/Å.


# 5
Computed, not measured: a molecular structure, C6H24HfN15O15 in a non-equilibrium geometry, with the ωB97M-V functional and the def2-TZVPD basis.

- frontier orbital gap (hartree) = 0.11557
- relative energy (zero: lowest compared OMol25 entry of this formula, charge and spin) (eV) = 11.947
- charge = +1
- max |F| (Eh/bohr) = 0.2273
- total energy (eV) = -60967.2934
- LUMO energy (eV) = -8.0

XYZ file:
```
61
Properties=species:S:1:pos:R:3:forces:R:3:mulliken_charge:R:1
Hf -2.6413 -2.0323 1.2057 7.75 7.63 -4.29 2.028
N -4.0003 -0.4621 -1.8369 -0.35 1.51 -2.51 0.847
O -3.4282 -1.1909 -0.9352 0.93 -3.00 4.06 -0.595
O -3.9935 -0.9054 -2.9750 -0.15 0.10 1.23 -0.514
O -4.3993 0.6599 -1.5384 0.18 -0.85 0.47 -0.578
N 0.0470 -0.7543 3.5816 2.67 -1.21 3.00 0.697
O 0.8125 -1.5618 4.1529 -1.12 0.62 -0.90 -0.589
O 0.1418 0.4380 3.8087 -1.29 -0.26 -1.17 -0.550
O -0.7999 -1.3063 2.7894 -3.30 -0.97 -2.10 -0.408
N -0.2932 0.1782 -0.2628 -0.12 2.87 0.88 0.879
O 0.8201 0.3652 0.2318 -0.43 -0.85 -0.32 -0.679
O -0.9591 -0.8311 0.1368 -1.75 -3.40 1.04 0.488
O -0.8212 0.9917 -1.0050 -0.04 -0.75 -0.17 -0.566
C 0.0394 -4.2917 0.4996 1.54 -0.90 1.87 0.635
O -0.9674 -3.5234 0.5760 -3.99 1.99 0.61 -0.780
N -0.0328 -5.5946 0.8560 0.12 0.80 -0.83 -0.444
N 1.2655 -3.8549 0.2832 -0.65 1.19 -0.54 -0.104
H -0.9115 -6.0124 1.1068 0.10 -0.22 -0.21 0.239
H 0.6882 -6.0785 0.3424 -0.39 -1.02 0.46 0.218
H 2.1059 -4.3593 0.5125 -0.17 -0.31 -0.02 0.258
H 1.3965 -2.9899 -0.2391 0.02 0.06 -0.20 0.077
C 2.5543 -1.7486 -2.3728 -0.55 1.22 0.57 0.794
O 1.6381 -2.5294 -2.1185 -0.16 -0.38 0.09 -0.743
N 3.6231 -2.0727 -3.1262 -0.29 -0.40 0.11 -0.426
N 2.5294 -0.4625 -1.9032 0.66 -0.68 -0.73 -0.249
H 3.6331 -3.0346 -3.4188 0.46 0.11 -0.16 0.244
H 4.4146 -1.4604 -3.1996 0.10 -0.24 -0.25 0.178
H 1.7580 -0.1372 -1.3421 0.48 0.06 -0.07 -0.018
H 3.3697 0.0741 -2.0320 -0.37 0.54 0.16 0.217
C -3.2175 1.4518 1.7558 0.55 3.40 -1.14 0.621
O -3.0763 0.2098 1.7167 -0.53 -4.00 0.06 -0.555
N -3.3846 2.1505 2.8789 -0.03 -1.79 0.56 -0.375
N -3.1231 2.2469 0.6664 0.00 -1.52 -0.51 -0.140
H -3.3638 3.1523 2.8382 0.02 0.04 0.40 0.185
H -3.1845 1.6223 3.7157 -0.03 0.63 0.32 0.246
H -3.1357 1.8337 -0.2580 -0.02 -0.10 0.03 0.052
H -3.0076 3.2419 0.7153 -0.21 0.04 0.24 0.198
C 0.3810 3.9871 2.4535 0.49 -0.24 0.67 0.610
O 1.2272 4.1330 3.3184 -0.31 -0.34 -0.14 -0.642
N -0.2544 5.0625 1.9262 -0.71 1.66 -0.12 -0.447
N -0.0048 2.7788 1.9635 0.33 0.23 0.50 0.155
H -0.2276 5.8524 2.5543 0.27 0.11 -0.26 0.254
H -1.1025 5.0352 1.3866 0.11 -0.38 -0.09 0.170
H -0.6472 2.7420 1.1974 0.11 -0.54 -0.09 -0.053
H 0.3485 2.0090 2.5132 -0.26 -0.32 -0.62 0.051
C 4.0683 -1.4228 2.0363 3.91 -0.21 1.32 0.449
O 5.2245 -1.8709 2.1777 -1.32 0.22 -0.95 -0.710
N 3.4907 -1.2229 0.8463 -1.16 -0.39 -1.41 -0.060
N 3.4348 -0.9547 3.1219 -1.09 0.13 0.02 -0.296
H 2.5641 -0.8394 0.7679 0.15 0.31 0.10 0.163
H 4.0659 -1.1694 0.0264 0.12 -0.24 0.17 0.135
H 3.9366 -1.1433 3.9737 -0.41 -0.13 0.14 0.236
H 2.4290 -0.9940 3.0850 0.16 0.21 0.74 0.196
C -0.9804 2.4151 -4.9591 1.82 1.64 0.69 0.570
O -0.0511 3.2332 -4.9996 -0.89 -1.07 -0.24 -0.659
N -1.0243 1.4077 -4.0469 0.41 -0.53 0.28 -0.279
N -2.0630 2.4550 -5.7380 -1.00 -0.03 -0.62 -0.353
H -1.8986 0.9937 -3.7803 0.16 -0.16 0.12 0.174
H -0.1981 1.2885 -3.4881 -0.27 0.04 0.21 0.151
H -2.6909 1.6759 -5.6612 -0.24 0.20 -0.54 0.169
H -2.1245 3.1265 -6.4822 -0.04 -0.10 0.06 0.228
```
Positions in Å, forces in eV/Å.


# 6
Computed, not measured: a molecular structure, C26H28N2NiS2Si in a non-equilibrium geometry, with the ωB97M-V functional and the def2-TZVPD basis.

- frontier orbital gap (spin up / spin down) (hartree) = 0.19605 / 0.19588
- relative energy (zero: lowest compared OMol25 entry of this formula, charge and spin) (eV) = 2.293
- max |F| (Eh/bohr) = 0.1014
- spin multiplicity = 3
- <S²> = 2.011
- total energy (eV) = -100979.4698
- LUMO energy (spin up / spin down) (eV) = -0.2 / -0.3

XYZ file:
```
60
Properties=species:S:1:pos:R:3:forces:R:3:mulliken_charge:R:1
C 1.3479 1.0473 0.4634 0.09 0.77 -0.41 -0.947
C 0.1811 1.5196 -0.2637 -0.74 0.50 2.09 -0.493
C -0.9197 1.4674 0.6351 2.22 1.27 -0.20 -1.144
H 0.2265 2.2781 -1.0466 -0.15 -0.89 -0.52 0.734
C -0.3906 1.1621 1.9497 0.23 -0.49 -0.32 0.728
C 1.0361 0.8703 1.7860 -1.20 0.61 -0.22 -0.967
H 1.7256 0.6975 2.5954 0.06 -0.36 0.07 0.479
H 2.3173 0.8468 -0.0198 -0.40 0.31 0.46 0.443
H -1.9232 1.8038 0.4392 -0.11 0.24 -0.04 0.606
H -0.8013 1.5773 2.8790 0.06 -0.38 -0.76 0.266
Ni -1.5479 -0.6042 1.9302 1.46 3.36 2.94 0.095
C -2.6292 -1.3519 0.7723 -2.78 -0.99 -4.30 -0.663
H -3.1716 -0.6236 0.0567 0.24 -1.03 1.36 0.182
H -3.3804 -2.0847 1.2831 1.45 0.83 -1.34 0.314
H -1.8228 -1.7249 0.0397 -1.48 -0.55 0.94 -0.161
Si 0.2636 0.1184 -2.6720 -1.11 -0.59 3.16 0.309
C 2.0074 0.1207 -2.8282 -0.19 0.41 -1.74 0.928
C 2.8086 1.2455 -2.6053 0.55 -0.73 -0.90 -0.293
H 2.3654 2.1794 -2.2313 0.39 -0.38 -0.40 0.384
C 4.1313 1.0756 -3.0024 0.16 -0.32 0.24 -0.621
H 4.7996 1.9494 -2.9217 -0.03 -0.78 -0.21 0.355
C 4.5428 -0.1848 -3.4900 0.75 0.21 -0.11 -0.557
H 5.5638 -0.2914 -3.8390 0.01 0.06 0.07 0.348
C 3.7132 -1.3301 -3.5534 -0.39 0.31 0.63 -0.556
H 4.0448 -2.3100 -3.9065 0.32 0.47 0.05 0.389
C 2.3949 -1.1973 -3.1560 1.75 0.54 -0.70 -0.650
H 1.6435 -1.9992 -3.1770 0.62 0.35 -0.19 0.311
C -0.9980 1.2374 -3.3314 0.23 0.62 -0.56 1.032
C -0.4910 1.6066 -4.6002 -1.03 0.33 0.13 -0.540
H 0.5674 1.4148 -4.8395 -0.58 0.13 -0.03 0.324
C -1.3554 2.1957 -5.5279 0.08 0.03 0.10 -0.670
H -0.9476 2.4602 -6.5227 -0.60 -0.08 0.64 0.339
C -2.6916 2.4288 -5.1548 0.55 -0.23 0.34 -0.455
H -3.3488 2.8702 -5.8823 -0.25 0.15 -0.09 0.371
C -3.1794 2.1065 -3.8700 0.37 -0.14 0.06 -0.500
H -4.2210 2.3316 -3.5889 0.60 -0.13 -0.30 0.368
C -2.3294 1.4839 -2.9399 0.41 0.29 -0.78 -0.220
H -2.6673 1.1973 -1.9366 0.09 0.11 -0.48 0.213
H -0.2176 -1.2064 -2.8075 -0.58 -1.21 -0.52 -0.319
H 1.1373 -0.0966 -1.4091 -2.04 -0.60 0.50 -0.394
C -1.2413 2.1661 5.4094 -0.15 0.08 -0.01 -1.234
C -1.1434 0.6837 5.4446 0.12 -1.19 0.66 0.657
N -1.1059 -0.1329 4.4390 0.06 -0.72 0.62 -0.091
C -0.8826 -1.4608 4.8214 -0.44 1.68 2.45 -0.133
C -0.8221 -1.6279 6.2026 -0.09 -0.07 -1.44 -0.461
S -0.9803 -0.1288 7.0283 -0.08 -0.15 -1.33 -0.184
C -0.5528 -2.4377 3.8257 0.92 -1.79 -1.84 0.124
C -0.0271 -3.6924 4.0492 -0.56 0.69 0.14 -0.520
S 0.6332 -4.3817 2.6211 -0.50 1.20 0.12 -0.158
C 0.1928 -2.9419 1.7270 -0.85 0.50 1.89 0.461
N -0.5037 -2.0624 2.4640 2.51 -2.55 0.61 0.435
C 0.6825 -2.7816 0.3420 0.00 -0.23 -0.46 -0.787
H -1.6896 2.5005 6.3499 0.10 0.18 -0.23 0.445
H -0.2332 2.5956 5.3149 -0.34 -0.02 -0.04 0.275
H -1.8666 2.4851 4.5678 0.21 0.02 0.22 0.322
H -0.6827 -2.5867 6.6832 0.04 0.28 0.23 0.364
H -0.0208 -4.1807 5.0153 0.22 -0.09 -0.25 0.368
H 1.4326 -3.5662 0.1909 -0.13 0.18 -0.26 0.531
H -0.1380 -2.9310 -0.3743 0.33 0.16 0.08 0.282
H 1.1647 -1.8051 0.1719 -0.40 -0.19 0.15 -0.062
```
Positions in Å, forces in eV/Å.